The following is a DFT calculation (ωB97M-V/def2-TZVPD) of a 3-piece molecular cluster, C34H71BF4N11O7P2S overall at a distorted geometry.

Geometry as XYZ:
```
131
Properties=species:S:1:pos:R:3:lowdin_charge:R:1
C -1.4514 -2.1799 4.4993 0.0220
C -1.6602 -0.6465 4.2882 -0.4816
O -1.8866 0.0648 5.2291 0.1323
O -1.6443 -0.0627 3.0107 -0.0738
C -0.2866 0.0113 2.4850 -0.1610
C -0.3509 1.0599 1.3161 -0.1240
C -1.3412 0.6937 0.1527 -0.0872
C -0.8210 -0.3685 -0.8912 -0.1457
B 0.7027 -0.9611 -0.6755 -0.4802
N 1.0282 -2.3943 -0.5440 0.1756
O 1.8154 -0.0636 -0.6749 0.1063
N -1.5987 -1.6643 -1.0422 0.0713
C -2.0807 -2.3574 0.1353 -0.2880
C -3.6259 -2.3904 0.3849 -0.0025
F -1.5948 -3.7017 0.1573 -0.0210
C -1.8771 -2.0464 -2.3344 -0.1374
N -2.5661 -3.0203 -2.8662 0.0519
F -3.1420 -3.9280 -2.0491 0.0935
C -2.8005 -3.2370 -4.3293 -0.0693
C -3.9163 -4.3149 -4.6242 -0.2286
N -3.4680 -5.7087 -4.4376 -0.0059
N -1.1861 -1.0390 -3.1322 0.0306
C -0.1537 -1.4598 -4.0624 -0.2854
C -0.4970 -1.1804 -5.6025 0.0004
F 1.1533 -0.9902 -3.8400 0.0090
C -1.1523 0.1815 -2.3577 -0.2848
C -0.3378 1.4529 -2.7723 -0.0692
C -0.3148 1.8539 -4.2763 -0.1892
C 0.9933 1.8174 -4.9857 -0.0369
C 1.1356 2.1827 -6.3972 -0.0288
C -0.0175 2.6319 -7.1945 -0.2388
C 0.0343 3.0343 -8.6946 -0.0736
C -1.3056 2.7179 -6.5098 -0.0168
C -1.4315 2.3250 -5.0892 -0.0333
S -2.9662 0.7461 -2.5656 0.7917
O -3.4929 0.3017 -3.8499 -0.2621
O -3.1348 2.1602 -2.3007 -0.2557
F -3.9370 -0.0050 -1.4375 -0.1903
H -0.7691 -2.5501 3.6891 0.0739
H -2.4413 -2.6971 4.3649 0.0998
H -1.0219 -2.3909 5.5074 0.0985
H 0.4532 0.3424 3.2664 0.1519
H 0.0320 -1.0180 2.1524 0.1133
H 0.6692 1.3940 0.9667 0.1317
H -0.7833 1.9924 1.7924 0.1235
H -1.6345 1.6819 -0.3084 0.1233
H -2.2958 0.3084 0.6204 0.1254
H 1.4834 -2.5522 0.3662 0.0749
H 1.6047 -2.7484 -1.3087 0.0882
H 2.4728 -0.5354 -1.2273 0.1156
H -1.6131 -1.8812 1.0423 0.1405
H -3.9290 -1.5014 0.9934 0.0923
H -3.9664 -3.3379 0.8820 0.1049
H -4.1917 -2.3207 -0.5848 0.0724
H -2.9584 -2.2667 -4.8754 0.1340
H -1.8310 -3.6530 -4.7344 0.1179
H -4.2115 -4.2352 -5.7091 0.1310
H -4.8414 -4.0980 -4.0247 0.1287
H -3.3869 -5.9540 -3.4527 0.0658
H -2.6095 -5.8932 -4.9546 0.0744
H -0.0923 -2.5886 -4.0018 0.1556
H 0.4478 -0.8092 -6.0945 0.0928
H -1.2734 -0.3805 -5.6764 0.0790
H -0.7577 -2.1352 -6.1241 0.0778
H -0.5995 2.3802 -2.1848 0.1510
H 0.7400 1.2525 -2.4915 0.1269
H 1.9096 1.4793 -4.4520 0.1054
H 2.1164 2.1256 -6.9352 0.1131
H 0.5381 2.2601 -9.3407 0.0843
H -1.0018 3.1483 -9.1271 0.0797
H 0.5417 4.0303 -8.8551 0.0907
H -2.2326 3.0602 -7.0390 0.1143
H -2.4442 2.4330 -4.6486 0.0835
O 3.5387 -3.7570 1.3337 -0.3075
P 4.6072 -4.7255 1.8568 0.7745
N 4.1462 -4.5472 3.4954 -0.3382
C 4.9850 -4.3495 4.6559 -0.1322
C 2.9815 -5.3465 3.8615 -0.1418
N 5.9167 -3.6937 1.3789 -0.3455
C 6.1514 -2.4312 2.0732 -0.1221
C 5.9227 -3.4408 -0.0624 -0.1477
N 5.8116 -5.9726 2.3206 -0.3011
C 7.2141 -5.7008 2.5983 -0.1311
C 5.7289 -7.1316 1.4134 -0.1483
H 5.4720 -5.2772 4.9867 0.0835
H 4.3894 -3.9788 5.4952 0.0869
H 5.7500 -3.5933 4.4990 0.0531
H 3.2636 -6.3881 4.0674 0.0806
H 2.2436 -5.3525 3.0546 0.0667
H 2.4780 -4.9379 4.7412 0.0795
H 5.2304 -1.8663 2.2479 0.0848
H 6.8402 -1.7939 1.5126 0.0843
H 6.6540 -2.6028 3.0262 0.0569
H 5.1814 -2.6851 -0.3504 0.0687
H 5.6976 -4.3574 -0.6170 0.0724
H 6.9090 -3.1023 -0.3906 0.0841
H 7.7829 -5.4427 1.6998 0.0860
H 7.6745 -6.5907 3.0390 0.0958
H 7.3450 -4.9059 3.3302 0.0657
H 6.1239 -6.8943 0.4197 0.0747
H 4.6842 -7.4439 1.2987 0.0763
H 6.2736 -7.9882 1.8159 0.0813
O -1.0485 5.5299 1.4447 -0.2970
P -2.2139 5.8085 2.4019 0.7650
N -2.4974 7.3863 1.8037 -0.3385
C -2.7272 8.6067 2.5421 -0.1345
C -3.2693 7.4080 0.5662 -0.1418
N -1.1996 5.7594 3.8093 -0.3460
C -0.2266 6.8189 4.0576 -0.1220
C -0.5307 4.4686 3.9561 -0.1534
N -3.6386 5.9503 3.4843 -0.3035
C -3.5808 6.3939 4.8687 -0.1345
C -4.4596 4.7285 3.4171 -0.1515
H -3.7491 8.6711 2.9420 0.0817
H -2.5770 9.4753 1.8945 0.0868
H -2.0252 8.7423 3.3610 0.0526
H -4.3450 7.3045 0.7672 0.0785
H -2.9713 6.5886 -0.0934 0.0675
H -3.1029 8.3326 0.0085 0.0819
H 0.3359 7.0959 3.1608 0.0884
H 0.4885 6.5255 4.8307 0.0831
H -0.7169 7.7056 4.4627 0.0559
H 0.3348 4.3772 3.2882 0.0769
H -1.2207 3.6498 3.7241 0.0614
H -0.1923 4.3198 4.9851 0.0837
H -3.1127 5.6590 5.5311 0.0853
H -4.5972 6.5715 5.2346 0.0933
H -3.0563 7.3413 4.9784 0.0650
H -3.9682 3.8845 3.9144 0.0735
H -4.6347 4.4519 2.3705 0.0734
H -5.4403 4.8855 3.8720 0.0793
```

Computed properties:
strongest force on any atom = 7.6 eV Å⁻¹
HOMO-LUMO gap = 6.44 eV
charge = +1
total energy = -3971.74571 hartree

***

The following is a DFT calculation (ωB97M-V/def2-TZVPD) of C34H72F4O11P2Ta as an isolated structure at a distorted geometry.

Geometry as XYZ:
```
124
Properties=species:S:1:pos:R:3:lowdin_charge:R:1
O 0.4528 4.9650 -0.5268 -0.4733
P 2.0305 5.2402 -0.7177 0.3947
O 2.0849 6.8850 -1.3944 -0.3298
O 2.8753 5.3851 0.8269 -0.3119
P 2.9979 3.9708 -2.1775 0.3473
Ta 3.6197 1.6253 -1.2891 1.1369
C 4.2334 -0.5622 -0.8531 -0.4433
C 3.8846 -1.1294 0.6335 -0.2490
F 2.4090 -1.4334 0.6619 -0.1779
C 2.1519 1.7466 0.4775 -0.3905
C 0.5792 1.4800 0.1784 -0.3115
O 0.2325 0.7405 -1.0299 -0.2476
C -1.2644 0.7441 -1.1298 -0.0751
C -1.7343 1.2713 -2.6153 -0.1770
F -2.2127 0.1579 -3.4855 -0.0123
F -2.8611 2.2623 -2.5747 -0.0187
F -0.5504 1.9941 -3.1939 -0.0031
H 1.3012 7.3536 -0.9371 0.0712
H 3.6886 4.7997 0.8290 0.0470
H 4.2884 4.6143 -2.4545 -0.1480
H 2.3556 0.9397 -2.4855 -0.1335
H 4.8353 1.5441 -2.7290 -0.1698
H 5.0437 2.3039 -0.2852 -0.1776
H 3.8060 -1.3008 -1.6605 0.0478
H 5.4205 -0.6202 -0.9685 0.0443
H 4.4471 -2.1574 0.7658 0.0934
H 4.1818 -0.3902 1.5014 0.1077
H 2.4359 1.0842 1.4306 0.0519
H 2.2288 2.8632 0.8980 0.0251
H 0.0100 2.5243 0.2565 0.1163
H 0.1451 0.8451 1.0925 0.1235
H -1.7790 1.4319 -0.3354 0.1334
H -1.6660 -0.3577 -0.9121 0.1531
C -0.9529 -2.0154 -5.6839 -0.1870
C -0.3634 -3.3818 -5.9212 -0.1891
C 1.0329 -3.0460 -6.3981 -0.2137
O 1.4047 -1.8148 -5.7632 -0.1295
C 0.2371 -1.2445 -5.1559 -0.2013
H -1.8005 -2.0162 -4.9940 0.1051
H -1.2851 -1.5842 -6.6358 0.1158
H -0.3124 -3.9330 -4.9748 0.1158
H -0.9257 -3.9850 -6.6384 0.1092
H 1.0547 -2.8834 -7.4809 0.1126
H 1.7599 -3.8238 -6.1473 0.1142
H 0.3348 -1.3601 -4.0709 0.1231
H 0.1836 -0.1776 -5.3897 0.1040
C -4.7043 0.9374 3.2838 -0.1794
C -4.1148 -0.4290 3.0466 -0.1782
C -2.7185 -0.0932 2.5696 -0.2047
O -2.3467 1.1379 3.2046 -0.1306
C -3.5143 1.7083 3.8119 -0.2114
H -5.5519 0.9366 3.9738 0.1067
H -5.0365 1.3686 2.3320 0.1181
H -4.0638 -0.9802 3.9930 0.1173
H -4.6771 -1.0322 2.3294 0.1140
H -2.6967 0.0693 1.4868 0.0974
H -1.9915 -0.8710 2.8204 0.1230
H -3.4166 1.5926 4.8968 0.1026
H -3.5678 2.7751 3.5780 0.1210
C -1.4090 3.7691 -6.8538 -0.1866
C -0.8195 2.4027 -7.0910 -0.1806
C 0.5767 2.7385 -7.5680 -0.2001
O 0.9485 3.9696 -6.9330 -0.1349
C -0.2190 4.5400 -6.3258 -0.1982
H -2.2566 3.7683 -6.1639 0.1039
H -1.7413 4.2003 -7.8056 0.1113
H -0.7685 1.8515 -6.1446 0.0990
H -1.3818 1.7995 -7.8083 0.1073
H 0.5985 2.9011 -8.6508 0.1120
H 1.3037 1.9607 -7.3172 0.1188
H -0.1214 4.4244 -5.2408 0.1190
H -0.2725 5.6068 -6.5596 0.1143
C 6.3251 -4.7521 3.5698 -0.1865
C 5.1896 -4.5027 4.5286 -0.1867
C 4.5757 -3.2374 3.9704 -0.1920
O 4.7956 -3.2582 2.5532 -0.1738
C 5.7318 -4.3025 2.2526 -0.2037
H 6.6651 -5.7906 3.5518 0.1105
H 7.1787 -4.1157 3.8319 0.1166
H 4.4675 -5.3256 4.4701 0.1202
H 5.5072 -4.3997 5.5693 0.1052
H 5.0687 -2.3457 4.3719 0.1200
H 3.5037 -3.1656 4.1756 0.1233
H 5.1807 -5.1156 1.7678 0.1197
H 6.4885 -3.9302 1.5565 0.1202
C -6.1492 2.9239 -9.0424 -0.1871
C -6.0776 3.0691 -7.5442 -0.1806
C -4.7988 2.3301 -7.2150 -0.1979
O -3.9309 2.4754 -8.3476 -0.1529
C -4.6917 3.0115 -9.4390 -0.2035
H -6.7694 3.6813 -9.5282 0.1126
H -6.5481 1.9358 -9.3009 0.1151
H -5.9761 4.1280 -7.2788 0.1184
H -6.9492 2.6674 -7.0212 0.1147
H -4.9837 1.2604 -7.0708 0.1206
H -4.3061 2.7228 -6.3209 0.1112
H -4.3817 4.0524 -9.5826 0.1176
H -4.4707 2.4524 -10.3524 0.1172
C 6.7318 -7.6250 8.6912 -0.1849
C 5.5963 -7.3756 9.6500 -0.1860
C 4.9824 -6.1102 9.0918 -0.2045
O 5.2023 -6.1311 7.6746 -0.1487
C 6.1385 -7.1753 7.3740 -0.2082
H 7.0718 -8.6635 8.6732 0.1147
H 7.5854 -6.9886 8.9533 0.1174
H 4.8742 -8.1985 9.5915 0.1164
H 5.9139 -7.2726 10.6907 0.1142
H 5.4754 -5.2186 9.4933 0.1181
H 3.9104 -6.0385 9.2970 0.1187
H 5.5874 -7.9885 6.8892 0.1190
H 6.8952 -6.8031 6.6779 0.1164
C -7.1620 2.2305 8.2110 -0.1864
C -6.5505 3.1962 7.2291 -0.1796
C -5.1999 2.5671 6.9652 -0.2053
O -5.3651 1.1499 7.1118 -0.1423
C -6.6443 0.8998 7.7105 -0.2077
H -8.2533 2.2757 8.2504 0.1138
H -6.7734 2.4283 9.2171 0.1162
H -7.1423 3.2113 6.3063 0.1176
H -6.4782 4.2197 7.6056 0.1158
H -4.4580 2.8949 7.7011 0.1225
H -4.8211 2.7920 5.9640 0.0979
H -7.2996 0.4849 6.9369 0.1160
H -6.5389 0.1623 8.5109 0.1167
```

Computed properties:
strongest force on any atom = 5.7 eV Å⁻¹
HOMO-LUMO gap = 6.83 eV
charge = -1
total energy = -3305.14674 hartree

***

The following is a DFT calculation (ωB97M-V/def2-TZVPD) of C34H74Cl24N3O6P2S as an isolated structure at a distorted geometry.

Geometry as XYZ:
```
144
Properties=species:S:1:pos:R:3:lowdin_charge:R:1
C 7.0606 -4.7581 2.0587 -0.1021
C 7.1722 -3.8218 3.2611 -0.2339
O 6.4991 -2.6111 2.9071 -0.1938
C 6.7834 -1.4802 3.6911 -0.1804
C 5.6379 -0.4824 3.5149 -0.1641
O 5.0752 -0.6509 2.2166 -0.1692
C 4.1528 0.3256 1.8395 -0.2637
N 4.4167 0.8046 0.4907 -0.0545
C 5.4723 1.7782 0.3045 -0.3726
N 6.5229 1.5905 1.2837 0.1010
C 5.9734 1.5803 -1.1356 -0.0420
N 4.9190 0.9122 -1.9661 -0.1328
O 5.3211 1.0248 -3.3242 -0.0101
C 3.5139 1.4522 -1.7490 -0.4901
P 2.3808 0.4615 -2.8935 0.4227
S 0.5978 1.1044 -3.2323 0.2609
P 3.6095 3.3642 -1.9278 0.8890
O 4.2928 3.6276 -3.4003 -0.3110
O 2.0553 3.6833 -2.1494 -0.3015
C 3.1800 1.0230 -0.2696 -0.3109
C 2.1274 1.8756 0.4493 -0.1362
C 0.6775 1.3389 0.3525 -0.1725
C 0.0430 1.1581 1.7444 -0.2267
C -0.8983 2.2873 2.1525 -0.2125
C -2.2692 2.2721 1.4945 -0.1814
C -3.1218 1.0038 1.7675 -0.3231
C -4.4163 1.2801 2.5615 -0.2114
C -5.6819 1.0804 1.7274 -0.2004
C -6.0518 -0.4038 1.5200 -0.2099
C -7.5507 -0.7079 1.6746 -0.1834
C -8.2802 -0.9508 0.3412 -0.1676
C -8.4874 -2.4323 0.0094 -0.2379
O -7.4416 -3.2780 0.4712 -0.1971
C -6.3301 -3.3237 -0.3967 -0.1099
H 6.3139 -4.3347 1.3926 0.0373
H 6.7518 -5.7482 2.3793 0.0691
H 7.9987 -4.8015 1.5100 0.0702
H 6.6361 -4.2338 4.1207 0.1219
H 8.2067 -3.6161 3.5431 0.1198
H 7.7410 -1.0361 3.3933 0.1262
H 6.8310 -1.7329 4.7551 0.1322
H 4.8607 -0.6742 4.2582 0.0996
H 6.0080 0.5372 3.6424 0.1193
H 4.0941 1.1418 2.5692 0.1458
H 3.1535 -0.1336 1.8067 0.0228
H 5.1065 2.8057 0.4170 0.1321
H 7.3351 2.1364 1.0150 0.0985
H 6.8219 0.6175 1.2647 0.0898
H 6.8059 0.8778 -1.1262 0.1455
H 6.2799 2.4970 -1.6281 0.1249
H 4.9094 -0.0797 -1.7172 0.1898
H 5.3943 0.1329 -3.6984 0.0936
H 2.3786 -0.7968 -2.2582 0.0011
H 3.0818 0.2493 -4.0809 -0.1065
H 5.0030 4.2452 -3.1864 0.0592
H 1.9692 4.5453 -2.5784 0.0743
H 2.7460 0.0211 -0.3649 0.1029
H 2.3764 1.8936 1.5077 0.1005
H 2.1261 2.9179 0.1339 0.0876
H 0.6458 0.3778 -0.1631 0.0909
H 0.0793 2.0414 -0.2248 0.0932
H -0.4923 0.2142 1.7851 0.0447
H 0.8201 1.0968 2.5108 0.0862
H -1.0067 2.2260 3.2340 0.0604
H -0.3961 3.2420 1.9560 0.1169
H -2.1757 2.4502 0.4197 0.1033
H -2.8257 3.1272 1.8864 0.0994
H -3.4171 0.5864 0.8017 0.0864
H -2.5445 0.1892 2.2940 -0.0909
H -4.4807 0.6058 3.4210 0.1035
H -4.4049 2.2895 2.9787 0.0983
H -5.5466 1.5583 0.7526 0.1135
H -6.5238 1.5941 2.1960 0.1018
H -5.4761 -1.0209 2.2106 0.0718
H -5.7644 -0.6942 0.5080 0.0911
H -8.0569 0.1137 2.1830 0.1001
H -7.6910 -1.5923 2.2961 0.1090
H -7.7511 -0.4632 -0.4811 0.1019
H -9.2728 -0.4985 0.3815 0.1100
H -8.5594 -2.5524 -1.0761 0.0409
H -9.4175 -2.8036 0.4383 0.1247
H -5.4211 -3.4080 0.1980 0.0822
H -6.2637 -2.4351 -1.0289 0.0821
H -6.3892 -4.2001 -1.0513 0.0840
C -9.9630 -4.7435 -2.8722 -0.9885
Cl -11.6632 -4.7124 -2.4074 0.5282
Cl -9.3940 -3.1494 -3.3981 0.5556
H -9.3701 -5.0444 -2.0158 0.0236
H -9.8382 -5.4366 -3.6947 0.0270
C 3.5795 -2.9464 1.4559 -0.9642
Cl 3.0100 -4.5581 0.9660 0.5587
Cl 2.3802 -2.0227 2.3673 0.6281
H 4.4655 -3.0565 2.0650 0.0020
H 3.8136 -2.3875 0.5578 0.0240
C 0.5497 4.4257 5.5732 -1.0233
Cl 2.1750 4.2758 4.8820 0.4953
Cl -0.2149 2.8490 5.7903 0.5036
H 0.6241 4.9091 6.5380 -0.0027
H -0.0627 5.0094 4.8966 0.0148
C 5.0656 3.2387 -7.0456 -1.0863
Cl 4.3586 4.1043 -8.4040 0.5354
Cl 6.8183 3.0045 -7.2062 0.5101
H 4.8795 3.8033 -6.1421 -0.0208
H 4.5979 2.2644 -6.9842 -0.0541
C 2.3888 0.1027 7.4459 -1.0084
Cl 2.2565 0.1027 5.6816 0.4767
Cl 4.0001 0.5767 7.9905 0.5127
H 1.6684 0.8125 7.8350 0.0179
H 2.1832 -0.8987 7.8030 0.0284
C 0.8448 3.0366 -6.4770 -0.9895
Cl 2.1804 3.4219 -5.3733 0.5506
Cl 0.2937 4.4575 -7.3600 0.5355
H 1.1966 2.2975 -7.1870 0.0300
H 0.0250 2.6479 -5.8848 0.0052
C 5.2449 -0.6545 -7.6092 -0.9730
Cl 4.2023 -0.3363 -6.1903 0.5420
Cl 4.5449 0.0187 -9.0703 0.5632
H 6.2039 -0.1842 -7.4290 0.0172
H 5.3391 -1.7277 -7.7169 0.0308
C -11.7604 -1.9215 -5.8903 -1.0318
Cl -13.4587 -1.8526 -5.4182 0.5124
Cl -11.1390 -0.3366 -6.3912 0.5086
H -11.1769 -2.2527 -5.0406 -0.0596
H -11.6621 -2.6023 -6.7268 0.0275
C -3.2355 4.9530 7.4754 -1.0044
Cl -3.1553 4.9638 5.7086 0.5042
Cl -1.7422 5.5115 8.2402 0.5219
H -4.0335 5.6188 7.7790 0.0245
H -3.4306 3.9386 7.8003 0.0271
C -1.5259 -2.2695 2.9376 -0.8922
Cl -2.8207 -1.4408 2.0526 0.7413
Cl -0.5960 -1.1834 3.9834 0.5449
H -1.9716 -3.0317 3.5644 0.0313
H -0.8453 -2.7086 2.2172 0.0205
C -7.5405 0.9761 -5.3879 -1.0328
Cl -6.6269 0.1552 -4.1115 0.4818
Cl -6.4998 1.5148 -6.7100 0.5039
H -8.2725 0.2830 -5.7841 -0.0176
H -8.0239 1.8431 -4.9553 0.0265
C 4.8646 -6.5701 -1.5301 -1.0305
Cl 5.1816 -6.6037 -3.2716 0.5022
Cl 6.3634 -6.5215 -0.5925 0.5488
H 4.2804 -5.6867 -1.3077 -0.0282
H 4.3197 -7.4667 -1.2609 0.0293
```

Computed properties:
strongest force on any atom = 5.5 eV Å⁻¹
HOMO-LUMO gap = 7.50 eV
charge = +1
total energy = -14080.63655 hartree

***

The evaluated highest occupied orbital energy for the records listed, in turn: -9.37 -4.87 -10.61 eV.